ORCA calculation (ωB97M-V/def2-TZVPD) on a molecular structure, C31H46CaN4P2Si in a non-equilibrium geometry.

Atoms and positions in Å:
Ca (-0.0314, -1.8178, 0.9362)
C (-0.6807, 3.4351, 3.5264)
C (-1.3089, 2.7474, 2.5564)
C (-0.7832, 2.2870, 1.2385)
C (0.3382, 1.2372, 1.2414)
C (1.6996, 1.9394, 1.0795)
C (2.0375, 3.0167, 1.7959)
C (1.2439, 4.2989, 2.0535)
C (0.4709, 4.3611, 3.3754)
C (1.3394, -2.7299, 2.7687)
H (-1.0973, 3.3823, 4.5190)
H (-2.4009, 2.5278, 2.6468)
H (-0.4916, 3.1054, 0.5563)
H (-1.7125, 1.8363, 0.7922)
H (0.1999, 0.7079, 2.1937)
H (0.1881, 0.5831, 0.3380)
H (2.4795, 1.4198, 0.4605)
H (3.0574, 3.1088, 2.2086)
H (0.5715, 4.5291, 1.2070)
H (1.9632, 5.1343, 2.0832)
H (1.0940, 4.1697, 4.2706)
H (0.1113, 5.4038, 3.4752)
H (0.5792, -3.0719, 3.4732)
H (1.7721, -1.8306, 3.2740)
H (2.1464, -3.4919, 2.7891)
P (1.6053, -1.4794, -2.2011)
P (-2.0305, -0.9478, -2.2824)
N (2.8605, -0.1800, -2.4577)
N (2.3276, -2.7172, -3.3956)
N (-1.9367, 0.9451, -2.9097)
N (-3.5413, -1.4038, -3.0707)
C (0.4433, -0.7298, -3.4167)
C (-0.8657, -1.5061, -3.5975)
C (3.9586, 0.1079, -1.6214)
C (4.8781, 0.8818, -2.3201)
C (4.3528, 1.0788, -3.6434)
C (3.1011, 0.4686, -3.6817)
C (2.7254, -4.0194, -3.0794)
C (3.0538, -4.7058, -4.2490)
C (2.8859, -3.7810, -5.3343)
C (2.4637, -2.5750, -4.7807)
C (-1.6643, 1.9175, -1.9524)
C (-1.5066, 3.1764, -2.5378)
C (-1.6549, 2.9773, -3.9456)
C (-1.8680, 1.6091, -4.1408)
C (-4.2491, -0.6863, -4.0516)
C (-5.3004, -1.4648, -4.5232)
C (-5.2361, -2.7261, -3.8334)
C (-4.1471, -2.6739, -2.9720)
H (0.9008, -0.6654, -4.4157)
H (0.2485, 0.3060, -3.0809)
H (-1.3227, -1.2949, -4.5910)
H (-0.7247, -2.6089, -3.5243)
H (3.9945, -0.2557, -0.6050)
H (5.8171, 1.2328, -1.9207)
H (4.8148, 1.5378, -4.5017)
H (2.3711, 0.4698, -4.4945)
H (2.7327, -4.3507, -2.0485)
H (3.3630, -5.7365, -4.3099)
H (3.0461, -3.9485, -6.3922)
H (2.2331, -1.6486, -5.2790)
H (-1.6068, 1.6147, -0.9259)
H (-1.3310, 4.0876, -1.9915)
H (-1.6320, 3.7446, -4.7169)
H (-1.9794, 1.0683, -5.0705)
H (-3.9407, 0.3093, -4.3128)
H (-6.0129, -1.1651, -5.2738)
H (-5.8992, -3.5672, -3.9650)
H (-3.7319, -3.4071, -2.2994)
C (0.5687, -1.7479, 6.7699)
Si (-0.8391, -0.8865, 5.7624)
C (-2.2182, -0.9974, 7.0143)
C (-0.5942, 0.9582, 5.9064)
C (-1.4217, -1.7151, 4.2396)
H (0.4952, -1.2730, 7.7692)
H (1.6178, -1.6199, 6.4169)
H (0.4113, -2.8313, 6.9208)
H (-1.8528, -0.4631, 7.9007)
H (-3.0917, -0.4843, 6.5950)
H (-2.4974, -2.0226, 7.2712)
H (-0.0967, 1.5020, 5.0831)
H (-1.5978, 1.4133, 6.0378)
H (-0.0465, 1.1004, 6.8659)
H (-1.1424, -2.7921, 4.4416)
H (-2.4760, -1.7181, 3.8636)

For the energy, the calculation gives -83739.1135 eV. Its HOMO-LUMO gap (spin up / spin down) is 4.087 / 4.086 eV. The spin multiplicity is 1. The highest occupied orbital energy (spin up / spin down) is -5.407 / -5.405 eV. The net charge is 0. Its energy above the lowest of the compared OMol25 structures with the same formula, charge and spin is 90.1 kcal/mol.